1.
9
Properties=species:S:1:pos:R:3:mulliken_charge:R:1 method="wB97M-V/def2-TZVPD" fmax_ev_per_a=2.5 smiles=SS.C e_homo_ev=-9.486 e_lumo_ev=0.33 de_lowest_kcal_mol=7.5 charge=0 orbital_gap_ev=9.81
S -2.19558 0.28139 -1.43621 -0.164
S -2.56784 -1.61806 -0.72011 -0.163
H -0.91938 0.07178 -1.84221 0.164
H -1.98834 -1.67216 0.45965 0.152
C 1.46624 0.52603 0.73363 -0.976
H 2.02152 -0.11558 0.04863 0.259
H 1.18813 0.03395 1.65333 0.233
H 0.80707 1.16507 0.14232 0.202
H 2.18818 1.32758 0.96097 0.292



2.
9
Properties=species:S:1:pos:R:3:mulliken_charge:R:1 method="wB97M-V/def2-TZVPD" fmax_ev_per_a=2.7 smiles=SS.C e_homo_ev=-9.179 e_lumo_ev=-0.15 de_lowest_kcal_mol=22.8 charge=0 orbital_gap_ev=9.03
S -2.42476 -0.12911 0.49644 -0.162
S -1.52649 -2.08573 0.27017 -0.184
H -1.45875 0.45469 1.25492 0.177
H -2.40861 -3.08211 0.58213 0.170
C 6.68457 3.84900 -1.41116 -0.926
H 5.87307 3.90330 -2.20144 0.217
H 7.49064 3.06988 -1.63769 0.221
H 6.14995 3.39594 -0.59118 0.239
H 7.46638 4.60179 -1.20552 0.248



3.
10
Properties=species:S:1:pos:R:3:mulliken_spin:R:1 method="wB97M-V/def2-TZVPD" fmax_ev_per_a=2.9 e_homo_ev="-0.650 / -3.420" spin_multiplicity=2 e_lumo_ev="3.38 / 3.37" de_lowest_kcal_mol=0.0 charge=-1 orbital_gap_ev="4.03 / 6.79"
C -0.65440 -1.09643 0.99331 0.002
S -1.80216 -0.89793 -0.39968 -0.003
H -0.74024 -2.13305 1.32949 0.000
H 0.35721 -0.91519 0.64054 0.000
H -0.95491 -0.47790 1.83794 0.001
H -1.10804 0.05883 -1.03833 0.001
S 1.12437 2.37848 -0.27834 0.497
S 1.80738 0.51519 -1.38078 0.498
H 0.75945 1.71380 0.82328 0.004
H 1.21133 0.85419 -2.52742 0.000



4.
10
Properties=species:S:1:pos:R:3:mulliken_charge:R:1 method="wB97M-V/def2-TZVPD" fmax_ev_per_a=1.0 smiles=CSS.S e_homo_ev=-8.666 e_lumo_ev=0.43 de_lowest_kcal_mol=5.8 charge=0 orbital_gap_ev=9.10
C -0.80758 -1.51537 -0.25623 -0.803
S -0.96981 -0.06524 -1.31835 -0.035
S -0.70168 1.45574 0.09135 -0.191
H 0.21925 -1.84790 -0.12646 0.303
H -1.36492 -1.40286 0.66745 0.321
H -1.31849 -2.29640 -0.82846 0.277
H -1.83872 2.08757 -0.23516 0.141
S 2.73691 1.40934 0.34009 -0.234
H 2.00545 0.29021 0.28878 0.084
H 2.03960 1.88489 1.37699 0.137



Number 1: electronic energy -22804.304 eV. Number 2: electronic energy -22803.643 eV. Number 3: electronic energy -33639.964 eV. Number 4: electronic energy -33639.645 eV.